1.
Formula: C9H28O5
Source: the Open Molecules 2025 dataset
Level of theory: ωB97M-V with the def2-TZVPD basis set

The energy above the lowest of the compared OMol25 structures with the same formula, charge and spin is 47.2 kcal per mole. Its gap between HOMO and LUMO is 10.35 eV. The structure (SMILES) is CCO.CCO.CCO.CCO.CO. The HOMO energy is -9.841 eV.

```
42
C9H28O5 ωB97M-V with the def2-TZVPD basis set
C -2.07 -0.27 21.01
O -1.43 -0.28 22.27
H -2.16 0.77 20.64
H -1.59 -0.90 20.27
H -3.11 -0.63 21.06
H -1.85 0.45 22.75
C -3.48 0.26 25.51
C -3.83 0.84 24.14
O -2.78 1.75 23.75
H -2.42 0.02 25.59
H -4.11 -0.60 25.74
H -3.69 0.88 26.38
H -4.81 1.32 24.08
H -3.84 0.02 23.42
H -2.89 2.56 24.27
C -2.13 1.41 29.65
C -1.19 0.66 30.59
O -0.91 -0.65 30.15
H -2.79 0.68 29.16
H -1.58 1.75 28.75
H -2.68 2.27 30.00
H -1.71 0.65 31.55
H -0.28 1.25 30.75
H -0.02 -0.58 29.78
C -7.20 0.72 26.74
C -6.68 1.44 27.97
O -5.53 0.73 28.38
H -6.50 0.84 25.91
H -8.16 1.10 26.40
H -7.29 -0.35 26.96
H -7.45 1.40 28.76
H -6.53 2.49 27.71
H -5.14 1.07 29.19
C -4.77 -2.67 24.03
C -4.55 -3.18 25.45
O -4.16 -4.56 25.40
H -3.85 -2.69 23.44
H -5.26 -1.70 24.03
H -5.53 -3.28 23.53
H -5.49 -3.16 26.00
H -3.80 -2.63 26.01
H -3.21 -4.66 25.44
```

Mulliken atomic charge list, values in e, 2 entries: atom 1 (C): -0.584, atom 2 (O): -0.540

2.
Formula: C9H28O5
Source: the Open Molecules 2025 dataset
Level of theory: ωB97M-V with the def2-TZVPD basis set

The energy above the lowest of the compared OMol25 structures with the same formula, charge and spin is 8.3 kcal per mole. Its gap between HOMO and LUMO is 10.21 eV. The structure (SMILES) is CC(C)O.CC(C)O.CC(C)O.O.O. The HOMO energy is -9.662 eV.

```
42
C9H28O5 ωB97M-V with the def2-TZVPD basis set
C -2.80 -2.82 1.93
C -1.43 -2.35 1.50
C -1.42 -2.11 0.00
O -0.89 -1.13 2.07
H -3.59 -2.23 1.49
H -2.95 -2.88 3.02
H -2.92 -3.85 1.48
H -0.62 -3.01 1.79
H -2.14 -1.36 -0.36
H -1.48 -3.03 -0.53
H -0.42 -1.72 -0.18
H -1.51 -0.42 1.97
C 2.02 -1.98 -4.04
C 1.43 -2.04 -2.68
C 0.90 -3.42 -2.35
O 2.50 -1.67 -1.77
H 1.21 -2.20 -4.78
H 2.83 -2.72 -4.13
H 2.52 -1.04 -4.16
H 0.64 -1.34 -2.57
H -0.08 -3.52 -2.79
H 0.66 -3.52 -1.31
H 1.46 -4.27 -2.68
H 2.15 -1.18 -1.01
C -0.09 5.26 1.45
C 0.53 3.92 1.98
C -0.50 2.88 2.22
O 1.46 3.35 1.06
H -0.73 5.65 2.29
H -0.64 5.05 0.56
H 0.63 6.05 1.25
H 1.04 4.13 2.93
H 0.05 2.02 2.63
H -0.92 2.52 1.24
H -1.31 3.24 2.87
H 2.11 4.05 0.83
O -0.40 2.30 -1.35
H -0.44 1.54 -0.78
H 0.48 2.62 -1.12
O 1.06 0.22 0.43
H 1.31 1.10 0.64
H 0.29 -0.09 0.95
```

Mulliken atomic charge list, values in e, 2 entries: atom 1 (C): -1.371, atom 2 (C): 0.472

3.
Formula: C9H28O5
Source: the Open Molecules 2025 dataset
Level of theory: ωB97M-V with the def2-TZVPD basis set

The energy above the lowest of the compared OMol25 structures with the same formula, charge and spin is 29.4 kcal per mole. Its gap between HOMO and LUMO is 10.09 eV. The structure (SMILES) is CC(C)O.CC(C)O.CO.CO.CO. The HOMO energy is -9.583 eV.

```
42
C9H28O5 ωB97M-V with the def2-TZVPD basis set
C 2.37 3.25 -1.77
O 3.49 3.40 -2.63
H 1.57 3.93 -2.05
H 2.00 2.22 -1.85
H 2.63 3.40 -0.72
H 4.16 3.92 -2.17
C 0.02 1.62 0.45
O -0.75 0.77 1.30
H -0.37 1.49 -0.55
H -0.08 2.66 0.75
H 1.07 1.30 0.47
H -0.20 0.47 2.03
C -4.09 0.33 2.13
O -3.47 0.05 0.90
H -3.64 -0.25 2.95
H -4.06 1.39 2.38
H -5.14 0.04 2.05
H -2.60 0.47 0.90
C -1.94 -1.26 -3.63
C -0.55 -0.84 -4.08
C 0.02 0.23 -3.19
O 0.36 -1.94 -4.06
H -2.38 -1.97 -4.33
H -2.60 -0.39 -3.61
H -1.91 -1.71 -2.64
H -0.63 -0.45 -5.11
H 0.99 0.57 -3.55
H 0.15 -0.16 -2.18
H -0.65 1.09 -3.17
H -0.02 -2.69 -4.51
C 0.10 -2.13 2.85
C 1.20 -1.42 3.59
C 2.52 -2.19 3.55
O 1.36 -0.12 2.97
H -0.11 -3.09 3.32
H 0.37 -2.30 1.81
H -0.82 -1.55 2.88
H 0.94 -1.27 4.64
H 2.89 -2.24 2.52
H 2.37 -3.21 3.89
H 3.27 -1.69 4.16
H 2.16 0.28 3.31
```

Mulliken atomic charge list, values in e, 2 entries: atom 1 (C): -0.351, atom 2 (O): -0.523